C27H30NO6RhS2 as an isolated structure. Source: OMol25; level of theory: ωB97M-V/def2-TZVPD.

Each line ends with the natural charge from an NBO analysis.
Positions of all 67 atoms, in Å:
Rh1 0.189 -1.591 -0.242  1.038
O1 2.484 -4.306 1.751  -0.629
C1 1.988 -3.267 1.364  0.796
O2 0.850 -3.207 0.738  -0.731
C2 2.673 -1.935 1.698  -0.364
C3 1.688 -0.962 2.369  0.088
C4 2.440 0.134 3.122  -0.427
C5 3.018 0.976 1.958  -0.432
C6 2.450 0.246 0.739  0.093
O3 1.164 -0.219 1.234  -0.555
C7 3.203 -1.071 0.505  -0.353
C8 3.002 -1.570 -0.934  0.790
O4 3.974 -1.827 -1.610  -0.615
O5 1.787 -1.582 -1.414  -0.690
H1 3.492 -2.184 2.368  0.243
H2 0.857 -1.427 2.892  0.230
H3 3.206 -0.276 3.778  0.222
H4 1.746 0.718 3.726  0.216
H5 4.107 0.987 1.937  0.223
H6 2.675 2.009 1.996  0.213
H7 2.286 0.849 -0.151  0.228
H8 4.277 -0.928 0.603  0.244
C9 -1.510 5.271 1.103  -0.600
C10 -0.362 4.272 0.913  -0.069
C11 0.950 5.036 0.683  -0.598
C12 -0.239 3.450 2.199  -0.603
C13 -0.627 3.385 -0.303  -0.002
C14 -1.004 3.969 -1.528  -0.204
C15 -1.273 3.218 -2.654  -0.205
C16 -1.137 1.836 -2.570  -0.221
S1 -1.434 0.611 -3.768  0.438
C17 -0.967 -0.598 -2.629  0.117
N1 -0.607 -0.135 -1.460  -0.440
C18 -0.714 1.244 -1.381  0.113
C19 -0.478 2.012 -0.242  -0.192
C20 -0.983 -2.038 -2.804  -0.127
C21 -1.415 -2.694 -3.955  -0.186
C22 -1.393 -4.076 -3.986  -0.240
C23 -0.924 -4.782 -2.879  -0.174
C24 -0.488 -4.123 -1.735  -0.275
C25 -0.530 -2.736 -1.672  -0.016
H9 -1.324 5.880 1.989  0.211
H10 -2.459 4.750 1.240  0.213
H11 -1.614 5.948 0.256  0.206
H12 1.160 5.694 1.528  0.209
H13 0.898 5.648 -0.219  0.210
H14 1.786 4.343 0.570  0.211
H15 -0.074 4.121 3.043  0.214
H16 0.597 2.750 2.166  0.205
H17 -1.149 2.879 2.393  0.214
H18 -1.103 5.044 -1.596  0.215
H19 -1.579 3.696 -3.575  0.225
H20 -0.191 1.502 0.664  0.243
H21 -1.759 -2.132 -4.816  0.211
H22 -1.721 -4.605 -4.870  0.217
H23 -0.880 -5.863 -2.920  0.216
H24 -0.085 -4.676 -0.896  0.250
C26 -3.488 -1.956 -0.402  -0.834
S2 -2.779 -2.061 1.239  1.284
C27 -2.617 -3.836 1.328  -0.824
O6 -1.375 -1.512 1.168  -0.942
H25 -4.501 -2.354 -0.356  0.242
H26 -2.879 -2.526 -1.101  0.262
H27 -3.517 -0.902 -0.678  0.248
H28 -3.624 -4.248 1.398  0.234
H29 -2.058 -4.063 2.234  0.260
H30 -2.089 -4.211 0.453  0.259

The value obtained for the HOMO-LUMO gap is 8.2 eV. As for the total charge: 0. For the HOMO energy, the calculation gives -8.49 eV. Its energy relative to the best compared isomer or geometry (same formula, charge and spin) is 0.0000 eV. The value obtained for the molar mass is 631.6 u.